The following is a quantum chemistry calculation of a single C6H10O3S molecule in a non-equilibrium geometry, from the OMol25 dataset.

Geometry (Å):
C  -1.37813  -1.05844  -0.08528
C  -0.12288  0.87495  -1.49874
C  -0.47144  -0.19178  0.74378
C  0.22005  0.87328  -0.03486
C  0.15596  -0.84257  1.95331
C  1.59610  1.37552  0.33168
O  -1.69463  -0.93787  -2.78783
O  0.46848  -1.68941  -1.89482
O  -0.85074  1.15980  0.83091
S  -0.68803  -0.84736  -1.77009
H  -1.33299  -2.10574  0.18978
H  -2.40186  -0.69807  -0.11174
H  -0.95745  1.52667  -1.73819
H  0.73156  1.07415  -2.13497
H  0.66058  -0.10452  2.56901
H  0.87278  -1.59360  1.62904
H  -0.61304  -1.32063  2.55597
H  1.69207  1.48431  1.40749
H  1.76850  2.34720  -0.12568
H  2.34515  0.67411  -0.02877

Atomic forces in eV per Å
C 1.60 0.76 -0.21
C 0.31 -1.23 1.25
C -5.35 -8.89 5.58
C 5.57 7.92 -6.71
C -0.10 0.93 -0.97
C -1.15 -0.68 0.21
O -0.74 0.32 -0.22
O 0.81 -0.15 0.51
O -0.34 1.14 1.25
S -0.38 -0.24 -0.67
H 0.14 -0.09 -0.07
H -0.49 0.28 -0.07
H -0.49 0.26 -0.06
H 0.11 -0.14 -0.03
H 0.05 0.01 0.09
H 0.15 -0.24 0.11
H -0.20 -0.24 0.17
H 0.07 0.03 0.07
H 0.12 0.27 -0.20
H 0.30 -0.01 -0.06

total charge	0
energy	-23352.896	eV
gap between HOMO and LUMO (alpha / beta)	3.587 / 6.269	eV
highest occupied orbital energy (alpha / beta)	-2.960 / -10.541	eV
spin multiplicity	3